C20H57N5O7Ti | ωB97M-V/def2-TZVPD

Atoms and positions in Å:
Ti1 0.453 2.528 -0.679
O1 3.955 3.929 0.592
H1 4.570 3.475 1.200
O2 0.862 3.619 -4.454
H2 0.853 4.181 -5.254
C1 -0.523 -1.105 4.611
C2 0.682 -0.109 4.924
C3 1.400 -0.476 6.328
O3 2.225 0.649 6.727
C4 2.646 0.499 8.066
N1 1.613 -0.170 3.727
H3 -1.131 -1.273 5.500
H4 0.075 -1.939 4.244
H5 -1.191 -0.785 3.811
H6 0.415 0.948 4.903
H7 2.138 -1.264 6.183
H8 0.768 -0.987 7.055
H9 3.095 1.391 8.503
H10 3.422 -0.256 8.194
H11 1.872 0.180 8.764
H12 2.206 0.647 3.743
H13 2.229 -0.955 3.887
C5 -4.059 7.254 0.135
C6 -3.385 6.869 1.439
C7 -4.136 7.574 2.682
O4 -5.608 7.437 2.572
C8 -6.292 8.373 3.382
N2 -3.544 5.434 1.628
H14 -3.939 8.317 -0.076
H15 -5.091 6.911 0.207
H16 -3.547 6.827 -0.727
H17 -2.311 7.031 1.529
H18 -3.838 8.595 2.921
H19 -3.856 6.997 3.564
H20 -6.182 9.396 3.022
H21 -5.914 8.271 4.399
H22 -7.331 8.056 3.286
H23 -3.253 5.251 2.578
H24 -4.546 5.325 1.677
C9 0.139 -4.444 -2.725
C10 0.956 -5.520 -2.057
C11 0.363 -6.980 -1.998
O5 0.924 -7.897 -1.087
C12 0.286 -7.876 0.126
N3 2.135 -5.597 -2.940
H25 0.107 -4.516 -3.812
H26 0.429 -3.435 -2.429
H27 -0.891 -4.371 -2.377
H28 1.326 -5.161 -1.097
H29 0.448 -7.443 -2.981
H30 -0.717 -6.848 -1.926
H31 -0.614 -8.482 0.025
H32 -0.054 -6.907 0.491
H33 1.020 -8.250 0.839
H34 2.784 -6.344 -2.737
H35 2.592 -4.714 -2.764
C13 -5.268 1.904 -5.671
C14 -4.789 0.532 -5.152
C15 -4.256 -0.349 -6.277
O6 -5.120 -0.145 -7.385
C16 -4.845 -1.020 -8.467
N4 -3.722 0.825 -4.211
H36 -5.763 2.477 -4.887
H37 -5.959 1.903 -6.514
H38 -4.356 2.443 -5.924
H39 -5.641 0.094 -4.633
H40 -4.242 -1.381 -5.925
H41 -3.291 -0.025 -6.666
H42 -4.425 -2.005 -8.263
H43 -4.087 -0.407 -8.954
H44 -5.627 -1.005 -9.226
H45 -3.979 1.649 -3.686
H46 -2.907 1.129 -4.723
C17 7.396 -0.467 1.122
C18 7.045 -1.366 -0.076
C19 7.004 -2.849 0.428
O7 5.877 -3.150 1.179
C20 5.624 -4.493 1.477
N5 5.796 -1.039 -0.676
H47 8.343 -0.776 1.565
H48 6.619 -0.394 1.882
H49 7.385 0.520 0.660
H50 7.791 -1.293 -0.867
H51 7.999 -3.046 0.828
H52 6.947 -3.414 -0.502
H53 4.867 -4.655 2.245
H54 6.514 -4.986 1.869
H55 5.314 -5.117 0.639
H56 5.492 -0.173 -0.254
H57 5.232 -1.787 -0.298

Properties
Molar mass, g/mol: 527.6
HOMO energy (alpha / beta), eV: -3.2 / -3.2
Spin multiplicity: 4
Energy relative to the best compared isomer or geometry (same formula, charge and spin), kcal/mol: 188.01
Electronic energy, eV: -66549.3149
<S²>: 3.75
Orbital gap (alpha / beta), eV: 4.66 / 4.61
Maximum force, eV Å⁻¹: 2.764
Net charge: -1

Atom charges from the Mulliken analysis, given in e for atoms 1 to 4: 0.81 -0.99 0.12 -1.04

C20H58MgO11S9 | ωB97M-V/def2-TZVPD

Atoms and positions in Å:
Mg1 -0.448 0.191 -1.823
O1 0.512 1.217 -0.427
C1 -0.182 0.829 0.740
C2 -0.756 -0.602 0.704
O2 -1.349 -0.929 -0.536
H1 -0.996 1.550 0.964
H2 0.490 0.977 1.611
H3 -1.512 -0.799 1.489
H4 -0.035 -1.432 0.848
C3 3.361 0.255 1.858
S1 4.498 -0.390 3.129
O3 3.631 -1.401 3.831
C4 5.670 -1.294 2.013
H5 2.652 -0.509 1.530
H6 4.064 0.615 1.109
H7 2.630 0.938 2.288
H8 6.357 -0.672 1.444
H9 5.174 -2.045 1.397
H10 6.260 -1.886 2.718
C5 -2.117 0.513 -5.271
S2 -0.747 -0.597 -4.908
O4 -0.940 -0.921 -3.436
C6 -1.468 -2.038 -5.756
H11 -3.034 0.114 -4.844
H12 -2.195 0.595 -6.357
H13 -1.901 1.491 -4.849
H14 -1.893 -1.777 -6.726
H15 -2.213 -2.510 -5.114
H16 -0.709 -2.792 -5.969
C7 -1.135 1.358 4.212
S3 -0.813 0.230 5.594
O5 -2.129 -0.352 6.047
C8 -0.086 -1.084 4.590
H17 -1.553 2.305 4.552
H18 -1.860 0.900 3.540
H19 -0.193 1.540 3.700
H20 0.066 -1.904 5.289
H21 0.866 -0.765 4.160
H22 -0.718 -1.419 3.767
C9 -2.745 3.226 -0.746
S4 -3.235 1.898 -1.899
O6 -1.888 1.270 -2.166
C10 -4.010 0.835 -0.659
H23 -2.583 2.780 0.230
H24 -3.497 4.017 -0.700
H25 -1.849 3.698 -1.139
H26 -3.944 -0.220 -0.946
H27 -5.038 1.092 -0.425
H28 -3.308 0.784 0.176
C11 3.025 2.396 -3.477
S5 1.238 2.673 -3.619
O7 0.511 1.437 -3.166
C12 1.067 3.929 -2.304
H29 3.472 2.154 -2.516
H30 3.507 3.200 -4.033
H31 3.203 1.503 -4.086
H32 1.653 4.825 -2.517
H33 1.398 3.458 -1.380
H34 0.029 4.253 -2.325
C13 -2.313 -3.803 -1.794
S6 -1.667 -4.981 -3.007
O8 -2.343 -4.696 -4.324
C14 -0.038 -4.218 -3.192
H35 -2.034 -2.790 -2.069
H36 -1.982 -4.037 -0.784
H37 -3.403 -3.826 -1.822
H38 0.493 -4.744 -3.986
H39 0.512 -4.419 -2.266
H40 -0.047 -3.149 -3.392
C15 2.030 3.823 2.087
S7 2.578 4.325 3.741
O9 1.522 5.269 4.239
C16 2.253 2.745 4.591
H41 1.017 3.430 2.182
H42 2.667 3.139 1.530
H43 1.962 4.755 1.522
H44 2.553 1.823 4.109
H45 1.192 2.758 4.854
H46 2.677 2.878 5.588
C17 -4.308 -0.977 5.059
S8 -5.009 -1.653 3.509
O10 -4.593 -3.094 3.599
C18 -3.760 -0.890 2.394
H47 -4.732 -1.627 5.820
H48 -4.562 0.071 5.215
H49 -3.227 -1.108 5.029
H50 -3.737 -1.401 1.432
H51 -2.756 -1.024 2.794
H52 -4.064 0.152 2.291
C19 3.008 -2.135 -3.781
S9 2.683 -0.979 -2.401
O11 1.210 -0.981 -2.182
C20 3.564 -1.946 -1.148
H53 3.091 -3.188 -3.522
H54 3.919 -1.804 -4.279
H55 2.139 -1.956 -4.414
H56 3.762 -1.355 -0.258
H57 4.502 -2.294 -1.581
H58 2.982 -2.802 -0.798

Properties
Molar mass, g/mol: 787.6
HOMO energy, eV: -7.0
Spin multiplicity: 1
Energy relative to the best compared isomer or geometry (same formula, charge and spin), kcal/mol: 16.68
Electronic energy, eV: -147158.6925
Orbital gap, eV: 6.73
Maximum force, eV Å⁻¹: 3.528
Net charge: 0

Atom charges from the Mulliken analysis, given in e for atoms 1 to 4: 1.59 -0.11 1.87 0.97

C20H58N2O8 | ωB97M-V/def2-TZVPD

Atoms and positions in Å:
C1 -3.403 -1.392 0.833
C2 -2.862 0.075 0.534
C3 -1.430 0.058 0.236
O1 -0.658 -0.348 1.364
C4 0.767 -0.437 1.299
N1 -3.673 0.637 -0.530
H1 -2.617 -1.654 1.541
H2 -3.430 -2.096 0.001
H3 -4.386 -1.468 1.296
H4 -2.955 0.777 1.362
H5 -1.132 1.005 -0.213
H6 -1.300 -0.669 -0.565
H7 1.207 0.403 0.761
H8 0.983 -1.413 0.864
H9 0.907 -0.423 2.380
H10 -4.194 0.065 -1.179
H11 -3.284 1.443 -0.998
C5 6.567 -4.633 -1.231
C6 6.703 -4.296 0.292
C7 5.413 -4.268 1.094
O2 4.755 -2.981 1.099
C8 3.904 -2.658 0.050
N2 7.687 -5.258 0.840
H12 6.081 -5.601 -1.358
H13 7.502 -4.541 -1.784
H14 5.856 -4.017 -1.783
H15 7.244 -3.354 0.377
H16 5.544 -4.489 2.153
H17 4.667 -5.012 0.812
H18 4.433 -2.420 -0.873
H19 3.276 -1.810 0.324
H20 3.299 -3.564 0.014
H21 7.073 -6.059 0.870
H22 8.265 -5.519 0.054
C9 1.218 4.815 0.358
C10 1.291 3.930 -0.850
O3 1.125 2.570 -0.457
H23 0.208 4.771 0.766
H24 1.509 5.816 0.040
H25 1.981 4.562 1.094
H26 2.086 4.141 -1.566
H27 0.423 4.131 -1.477
H28 0.594 2.564 0.343
C11 -0.931 2.463 3.136
C12 0.185 3.184 3.999
O4 -0.347 4.200 4.839
H29 -1.550 1.851 3.792
H30 -0.699 1.814 2.291
H31 -1.470 3.278 2.652
H32 1.036 3.495 3.393
H33 0.644 2.453 4.665
H34 0.374 4.501 5.397
C13 -6.133 0.579 2.676
C14 -6.540 0.479 1.156
O5 -5.955 1.582 0.510
H35 -6.084 1.585 3.092
H36 -5.124 0.182 2.787
H37 -6.810 -0.038 3.267
H38 -7.618 0.636 1.103
H39 -6.271 -0.503 0.768
H40 -5.241 1.247 -0.037
C15 2.034 1.311 -3.225
C16 2.559 -0.033 -2.730
O6 3.698 -0.220 -3.565
H41 1.107 1.535 -2.697
H42 1.862 1.430 -4.295
H43 2.712 2.107 -2.917
H44 1.936 -0.895 -2.971
H45 2.801 0.065 -1.672
H46 4.367 0.336 -3.157
C17 -5.089 3.571 -1.892
C18 -3.607 3.862 -1.808
O7 -3.006 2.890 -2.559
H47 -5.731 3.803 -1.043
H48 -5.290 2.560 -2.245
H49 -5.390 4.156 -2.761
H50 -3.260 3.763 -0.779
H51 -3.310 4.821 -2.232
H52 -2.909 3.145 -3.479
C19 -1.442 -3.527 -1.023
C20 -0.097 -3.482 -1.644
O8 0.800 -4.420 -0.956
H53 -2.259 -3.152 -1.640
H54 -1.365 -2.948 -0.103
H55 -1.695 -4.536 -0.697
H56 0.390 -2.526 -1.452
H57 -0.168 -3.633 -2.721
H58 1.641 -4.351 -1.414

Properties
Molar mass, g/mol: 454.7
HOMO energy (alpha / beta), eV: 0.7 / -6.8
Spin multiplicity: 2
Energy relative to the best compared isomer or geometry (same formula, charge and spin), kcal/mol: 14.35
Electronic energy, eV: -41034.4083
<S²>: 0.75
Orbital gap (alpha / beta), eV: 1.58 / 9.11
Maximum force, eV Å⁻¹: 3.158
Net charge: -1

Atom charges from the Mulliken analysis, given in e for atoms 1 to 4: -1.32 0.72 -0.80 -0.34

C20H58O11S9 | ωB97M-V/def2-TZVPD

Atoms and positions in Å:
O1 2.082 -0.271 0.809
C1 1.123 -0.158 -0.135
C2 -0.236 0.481 0.224
O2 -0.242 1.771 0.648
H1 0.864 -1.188 -0.554
H2 1.554 0.472 -0.970
H3 -0.825 -0.197 0.922
H4 -0.882 0.430 -0.727
C3 -0.025 -0.638 6.355
S1 -0.126 -0.433 4.546
O3 0.512 0.863 4.260
C4 1.126 -1.618 4.039
H5 -0.453 0.277 6.754
H6 0.979 -0.920 6.659
H7 -0.722 -1.441 6.620
H8 1.316 -1.501 2.962
H9 0.780 -2.641 4.238
H10 2.039 -1.442 4.605
C5 -4.715 -0.879 3.573
S2 -4.798 0.694 2.694
O4 -5.204 1.756 3.657
C6 -3.057 0.825 2.323
H11 -4.061 -0.773 4.442
H12 -4.279 -1.613 2.895
H13 -5.702 -1.192 3.905
H14 -2.489 1.118 3.206
H15 -2.953 1.564 1.537
H16 -2.691 -0.138 1.972
C7 0.146 -1.303 -4.540
S3 -1.027 -2.647 -4.279
O5 -0.429 -3.946 -4.699
C8 -1.070 -2.604 -2.480
H17 -0.291 -0.390 -4.134
H18 0.385 -1.226 -5.597
H19 1.055 -1.504 -3.971
H20 -0.153 -2.844 -1.951
H21 -1.801 -3.396 -2.305
H22 -1.450 -1.643 -2.129
C9 2.562 -2.966 -1.513
S4 3.758 -4.125 -2.202
O6 4.663 -4.533 -1.085
C10 2.642 -5.511 -2.511
H23 3.107 -2.179 -0.990
H24 1.986 -3.484 -0.750
H25 1.910 -2.563 -2.281
H26 2.067 -5.862 -1.654
H27 3.239 -6.372 -2.815
H28 2.002 -5.149 -3.318
C11 -2.221 -5.779 1.372
S5 -0.616 -5.195 0.781
O7 -0.636 -5.300 -0.705
C12 -0.840 -3.468 1.214
H29 -2.186 -5.792 2.463
H30 -2.406 -6.756 0.936
H31 -3.004 -5.066 1.111
H32 -0.808 -3.406 2.306
H33 -1.786 -3.053 0.868
H34 0.002 -2.887 0.830
C13 6.722 2.023 -0.321
S6 5.959 0.752 0.721
O8 4.975 1.432 1.570
C14 5.053 -0.064 -0.605
H35 7.288 1.572 -1.138
H36 7.399 2.610 0.299
H37 5.914 2.654 -0.696
H38 5.736 -0.556 -1.300
H39 4.385 0.647 -1.093
H40 4.403 -0.779 -0.092
C15 -1.853 2.393 -2.332
S7 -2.380 3.609 -3.529
O9 -1.925 3.096 -4.854
C16 -4.142 3.234 -3.397
H41 -2.166 1.417 -2.707
H42 -2.306 2.473 -1.344
H43 -0.770 2.441 -2.251
H44 -4.303 2.171 -3.203
H45 -4.608 3.513 -4.338
H46 -4.555 3.754 -2.531
C17 -4.257 3.991 1.192
S8 -2.915 5.134 0.804
O10 -3.036 6.215 1.832
C18 -1.552 4.059 1.292
H47 -4.129 3.633 2.212
H48 -4.293 3.128 0.519
H49 -5.215 4.491 1.056
H50 -1.606 3.082 0.801
H51 -1.545 3.994 2.378
H52 -0.607 4.452 0.923
C19 1.300 4.509 -1.199
S9 3.049 4.085 -1.157
O11 3.291 3.188 -0.019
C20 3.035 3.036 -2.636
H53 1.119 5.075 -2.115
H54 1.168 5.185 -0.352
H55 0.682 3.620 -1.033
H56 3.876 2.350 -2.621
H57 3.016 3.613 -3.564
H58 2.079 2.508 -2.605

Properties
Molar mass, g/mol: 763.3
HOMO energy, eV: -0.2
Spin multiplicity: 1
Electronic energy, eV: -141709.9187
Orbital gap, eV: 3.66
Maximum force, eV Å⁻¹: 1.473
Net charge: -2

Atom charges from the Mulliken analysis, given in e for atoms 1 to 4: -0.80 1.57 1.58 -0.65

C20H58O28P6S | ωB97M-V/def2-TZVPD

Atoms and positions in Å:
C1 -5.598 -3.017 -4.640
O1 -5.666 -1.613 -4.546
P1 -6.952 -0.713 -4.940
O2 -8.238 -1.180 -4.458
O3 -6.556 0.735 -4.332
C2 -5.167 1.185 -4.215
O4 -6.797 -0.617 -6.538
C3 -7.469 0.339 -7.411
H1 -5.459 -3.516 -3.681
H2 -4.807 -3.348 -5.313
H3 -6.520 -3.446 -5.034
H4 -4.544 0.828 -5.035
H5 -4.741 0.764 -3.304
H6 -5.157 2.274 -4.190
H7 -8.172 0.940 -6.834
H8 -8.015 -0.234 -8.161
H9 -6.884 1.118 -7.900
C4 -3.215 7.053 -3.687
O5 -4.069 7.221 -4.770
P2 -3.822 8.203 -6.054
O6 -2.439 8.649 -6.371
O7 -4.773 9.440 -5.703
C5 -6.194 9.233 -5.693
O8 -4.601 7.465 -7.261
C6 -4.028 6.376 -7.980
H10 -3.300 6.003 -3.406
H11 -3.581 7.493 -2.759
H12 -2.181 7.353 -3.862
H13 -6.392 8.162 -5.724
H14 -6.458 9.612 -6.680
H15 -6.877 9.729 -5.003
H16 -4.612 5.456 -7.992
H17 -3.012 6.074 -7.728
H18 -3.899 6.783 -8.983
C7 7.492 -1.742 1.125
O9 6.179 -1.787 0.611
P3 4.911 -2.239 1.602
O10 4.508 -1.201 2.551
O11 3.733 -2.770 0.622
C8 4.025 -3.445 -0.543
O12 5.469 -3.590 2.354
C9 6.148 -4.673 1.747
H19 8.202 -1.045 0.680
H20 7.778 -2.729 0.761
H21 7.721 -1.591 2.180
H22 3.264 -3.405 -1.322
H23 4.086 -4.497 -0.264
H24 4.964 -3.086 -0.965
H25 6.402 -4.300 0.755
H26 5.508 -5.550 1.651
H27 6.999 -4.946 2.371
C10 3.170 -2.138 -9.230
O13 3.948 -1.074 -8.706
P4 4.426 -1.282 -7.134
O14 3.865 -2.426 -6.437
O15 6.011 -1.153 -7.181
C11 6.796 -2.093 -7.977
O16 4.051 0.089 -6.406
C12 4.266 0.130 -4.987
H28 2.464 -2.474 -8.470
H29 3.768 -2.940 -9.664
H30 2.439 -1.870 -9.993
H31 6.732 -1.770 -9.016
H32 6.392 -3.095 -7.831
H33 7.839 -2.052 -7.661
H34 3.416 -0.239 -4.413
H35 4.301 1.186 -4.721
H36 5.230 -0.329 -4.768
C13 -2.678 2.109 6.915
O17 -2.027 2.217 8.234
P5 -1.129 3.515 8.671
O18 -1.740 4.874 8.654
O19 -0.625 3.031 10.153
C14 0.358 3.649 10.953
O20 0.237 3.301 7.859
C15 0.944 2.087 8.063
H37 -2.869 1.105 6.535
H38 -1.952 2.526 6.217
H39 -3.622 2.644 6.803
H40 0.817 4.617 10.749
H41 1.232 2.999 10.910
H42 0.097 3.653 12.011
H43 1.967 2.332 8.349
H44 1.067 1.730 7.040
H45 0.538 1.336 8.740
C16 0.369 -3.498 7.634
O21 1.245 -4.624 7.524
P6 1.252 -5.827 8.596
O22 -0.065 -6.517 8.825
O23 2.375 -6.853 8.062
C17 3.517 -6.367 7.354
O24 1.915 -5.255 9.954
C18 1.244 -5.185 11.202
H46 -0.466 -3.672 6.955
H47 0.855 -2.551 7.399
H48 0.150 -3.503 8.702
H49 4.130 -5.678 7.935
H50 3.230 -5.921 6.401
H51 4.168 -7.209 7.119
H52 1.275 -4.135 11.495
H53 1.901 -5.560 11.987
H54 0.267 -5.636 11.378
O25 1.102 0.865 0.117
S1 -0.327 0.805 0.025
O26 -1.066 2.041 -0.347
O27 -0.818 -0.475 -0.964
C19 -1.708 -1.365 -0.256
C20 -1.937 -0.815 1.201
O28 -0.950 0.169 1.454
H55 -2.652 -1.478 -0.790
H56 -1.303 -2.374 -0.181
H57 -1.815 -1.607 1.940
H58 -2.814 -0.173 1.284

Properties
Molar mass, g/mol: 964.6
HOMO energy, eV: -10.6
Spin multiplicity: 1
SMILES: COP(=O)(OC)OC.COP(=O)(OC)OC.COP(=O)(OC)OC.COP(=O)(OC)OC.COP(=O)(OC)OC.COP(=O)(OC)OC.O=S1(=O)OCCO1
Energy relative to the best compared isomer or geometry (same formula, charge and spin), kcal/mol: 139.80
Electronic energy, eV: -145586.5671
Orbital gap, eV: 10.61
Maximum force, eV Å⁻¹: 3.930
Net charge: 0

Atom charges from the Mulliken analysis, given in e for atoms 1 to 4: -0.74 -0.21 0.88 -0.66